Record 1
91
Properties=species:S:1:pos:R:3:forces:R:3:mulliken_charge:R:1 method="wB97M-V/def2-TZVPD" charge=+1 relative_energy_kj_mol=0.0 total_energy_ev=-216309.34128 homo_lumo_gap_ev=5.67 spin_multiplicity=1 lumo_ev=-4.20
Pb -0.464946 0.869377 0.379650 -0.05 -0.25 0.02 1.902
C 3.022374 1.815952 -0.217465 -0.04 0.04 -0.07 -1.245
O 2.619559 0.478214 0.069152 0.05 -0.05 0.06 0.624
C 3.356520 -0.530290 -0.439521 -0.01 0.18 0.05 0.887
C 4.421454 -0.353408 -1.314867 0.05 0.03 -0.10 -0.988
C 5.139684 -1.441521 -1.784987 -0.06 -0.11 0.06 -0.811
C 4.825615 -2.732233 -1.376834 0.06 0.11 -0.03 -0.831
C 3.778476 -2.922410 -0.498505 -0.16 -0.11 0.04 -0.515
C 3.040020 -1.834591 -0.049037 0.08 -0.16 -0.08 0.302
N 1.939664 -2.101943 0.817455 0.04 -0.15 0.00 1.471
N 1.284376 -3.192845 0.894816 0.12 0.11 -0.11 -1.310
C 0.578324 -3.151125 2.031862 -0.11 0.01 0.05 0.625
C 0.855384 -1.934364 2.651028 0.00 -0.26 0.16 1.702
O 1.755737 -1.289341 1.905571 -0.02 0.19 -0.05 -0.388
C 0.291171 -1.517336 3.859041 -0.08 0.15 -0.01 -1.239
C -0.566649 -2.420197 4.417011 -0.02 -0.05 0.03 -0.900
C -0.882152 -3.698260 3.844328 -0.03 0.09 -0.03 0.256
C -1.787408 -4.563924 4.483111 -0.01 0.01 0.03 -0.854
C -2.101139 -5.773243 3.916912 0.00 -0.02 -0.01 -0.695
C -1.522091 -6.159799 2.699649 -0.03 -0.01 0.01 -0.617
C -0.637285 -5.334472 2.049033 -0.02 0.01 -0.03 -0.625
C -0.314949 -4.100871 2.615641 -0.01 0.06 -0.09 0.604
H 4.043228 1.996315 0.121844 0.00 -0.02 0.00 0.531
H 2.342819 2.456623 0.340138 0.00 -0.01 0.00 0.077
H 2.934411 2.029810 -1.284276 -0.01 0.00 0.00 0.503
H 4.687447 0.639295 -1.646666 -0.01 -0.01 0.03 0.466
H 5.956223 -1.272824 -2.474028 0.00 -0.01 0.01 0.457
H 5.397026 -3.580470 -1.724780 0.00 0.01 -0.02 0.426
H 3.511776 -3.912573 -0.152912 0.00 0.03 -0.03 0.516
H 0.505140 -0.554427 4.300202 0.04 -0.03 0.00 0.555
H -1.043042 -2.167781 5.356864 -0.01 -0.01 -0.01 0.432
H -2.236991 -4.261885 5.420633 0.00 0.00 -0.01 0.438
H -2.805447 -6.431657 4.406538 0.01 0.00 0.00 0.422
H -1.786480 -7.113445 2.263444 0.00 0.01 0.00 0.418
H -0.208693 -5.616267 1.097944 -0.01 0.00 -0.02 0.473
O -3.714154 3.314650 1.970204 -0.03 0.01 -0.04 -0.676
C -2.653395 2.768713 1.756461 -0.07 0.02 -0.04 0.144
O -2.401850 1.945693 0.789102 0.20 -0.11 0.04 -0.628
C -1.494173 3.108553 2.703079 0.03 -0.06 -0.06 0.368
C -1.670611 4.149548 3.642595 -0.03 -0.02 0.01 -0.791
C -0.629993 4.479500 4.455403 0.00 0.01 0.01 -0.811
C 0.590087 3.765602 4.361474 0.01 0.02 0.03 1.041
C 1.714144 4.047200 5.174119 0.00 -0.01 0.00 -0.717
C 2.860550 3.316007 5.049751 -0.01 0.00 -0.01 -0.806
C 2.931997 2.264154 4.109378 0.02 -0.01 0.01 -0.994
C 1.863251 1.972286 3.309261 -0.01 0.01 -0.01 0.048
C 0.669705 2.725023 3.413776 -0.04 0.01 -0.01 -0.977
N -0.379288 2.430091 2.589777 0.02 0.06 0.12 0.633
H -2.630359 4.643685 3.675446 0.01 0.01 0.00 0.597
H -0.719528 5.279923 5.180241 0.00 0.00 0.00 0.444
H 1.646528 4.849781 5.898406 0.00 0.00 -0.01 0.430
H 3.716483 3.536029 5.673336 0.00 -0.01 0.00 0.413
H 3.843779 1.685792 4.027018 0.00 0.00 0.00 0.517
H 1.910100 1.164873 2.587934 0.01 0.02 -0.04 0.891
Br -0.768248 -0.750618 -6.715138 0.66 0.14 -0.07 -0.067
C -0.402557 -0.332212 -4.920996 0.19 0.07 -0.03 -0.411
C -0.136178 -1.336786 -4.011264 0.16 0.07 -0.05 -0.899
C 0.081813 -0.963856 -2.695258 0.09 0.07 0.03 -0.532
N 0.074125 0.297504 -2.279104 0.15 0.22 -0.08 0.584
C -0.161263 1.262874 -3.172857 0.15 -0.01 -0.05 0.973
C -0.420717 0.989566 -4.507718 0.12 0.04 -0.03 -1.088
C -0.168898 2.664837 -2.662464 0.03 -0.03 0.00 0.156
C 0.026303 3.743494 -3.515835 0.00 0.00 -0.03 -0.958
C -0.024257 5.022818 -2.990786 0.00 0.01 -0.01 -0.176
Br 0.250323 6.502401 -4.111418 -0.01 0.02 -0.01 -0.129
C -0.272584 5.206723 -1.641788 -0.01 0.01 0.03 -0.957
C -0.432627 4.074036 -0.865620 0.00 -0.03 0.02 -0.405
N -0.368687 2.835962 -1.351729 -0.09 0.01 -0.11 0.723
H -0.135716 -2.377202 -4.301820 0.00 0.01 -0.01 0.511
H 0.238171 -1.720446 -1.932824 0.01 0.03 -0.02 0.458
H -0.671219 1.771521 -5.208868 0.00 0.00 0.00 0.406
H 0.230234 3.597155 -4.565804 0.00 0.00 0.00 0.563
H -0.340480 6.192563 -1.206112 0.01 0.00 0.00 0.489
H -0.626031 4.164211 0.197747 -0.01 -0.01 -0.01 0.404
O -2.431941 -3.185900 -0.051780 0.02 0.06 0.12 -0.713
C -2.155699 -2.040117 -0.373127 0.36 -0.50 -0.18 -0.033
O -1.325169 -1.286053 0.285027 -0.03 0.45 0.24 -0.356
C -2.640164 -1.509085 -1.698362 -0.28 -0.03 0.03 -0.250
C -2.924855 -0.167076 -1.898390 -0.11 -0.05 -0.15 -0.807
C -3.296884 0.320845 -3.158424 -0.08 -0.04 0.13 -1.272
C -3.352882 -0.588675 -4.182063 -0.25 -0.10 0.05 1.234
O -3.632394 -0.366509 -5.501147 -0.01 0.00 0.02 -0.511
C -3.708475 -1.658988 -6.106063 -0.32 -0.12 -0.01 -0.402
O -3.194936 -2.605334 -5.168593 0.08 0.07 -0.07 -0.509
C -3.091281 -1.934032 -3.979599 -0.22 -0.06 0.09 1.106
C -2.747991 -2.431203 -2.752321 -0.23 -0.01 0.09 -1.453
H -2.905244 0.524684 -1.065783 -0.03 0.04 0.07 1.561
H -3.539801 1.363869 -3.312523 0.01 0.00 -0.01 0.563
H -3.096185 -1.672456 -7.005906 -0.21 -0.05 0.06 0.126
H -4.750730 -1.895449 -6.333687 -0.03 0.01 0.08 0.330
H -2.559332 -3.482258 -2.582346 0.01 0.01 0.01 0.544



Record 2
102
Properties=species:S:1:pos:R:3:forces:R:3:mulliken_charge:R:1 method="wB97M-V/def2-TZVPD" charge=+1 total_energy_ev=-229996.47639 homo_lumo_gap_ev=6.06 spin_multiplicity=1 lumo_ev=-4.58
W 0.025563 0.381865 0.567271 0.54 0.60 -0.43 0.663
C -4.414311 3.699072 -3.456353 0.05 -0.11 0.04 -1.570
C -3.242503 3.030693 -2.782926 -0.08 0.05 0.01 -0.005
C -2.380175 2.193411 -3.482312 -0.10 0.01 -0.13 -1.151
C -1.273853 1.658644 -2.859516 0.08 -0.25 -0.25 0.460
C -1.003831 1.932973 -1.529317 -0.03 -0.25 0.20 -0.861
N 0.278940 1.554474 -0.989975 0.47 -0.14 1.09 1.454
C 1.274929 2.591906 -1.095865 0.21 -0.22 -0.19 0.339
C 1.308601 3.318926 -2.287258 -0.07 -0.09 -0.12 -0.102
C 2.205394 4.341736 -2.507194 -0.02 0.06 -0.08 -1.218
C 3.116830 4.709678 -1.526535 0.07 0.06 -0.05 0.234
C 4.097402 5.836048 -1.726318 -0.11 -0.02 0.03 -1.695
C 3.085120 3.995660 -0.341768 0.01 0.17 0.01 -0.688
C 2.206615 2.940792 -0.107131 -0.04 -0.04 0.13 -0.310
C 2.376363 2.217051 1.218923 0.13 0.04 0.14 1.248
O 1.588414 1.064874 1.269649 0.05 0.57 0.62 0.002
C 3.846862 1.668087 1.307856 -0.24 -0.04 -0.07 0.437
F 4.143422 1.048768 0.156331 0.02 -0.05 0.14 -0.179
F 3.943553 0.788792 2.301275 0.10 0.01 -0.03 -0.229
F 4.759744 2.622138 1.497842 0.02 -0.08 -0.03 -0.244
C 2.082732 3.127792 2.510743 0.17 -0.21 -0.20 0.701
F 1.032275 2.679125 3.180359 -0.13 -0.09 -0.03 -0.191
F 3.114632 3.123404 3.367690 -0.08 0.03 -0.18 -0.312
F 1.859143 4.392261 2.154774 0.04 -0.05 0.09 -0.259
C -1.923775 2.663840 -0.768163 -0.16 0.06 0.31 -0.730
C -3.005388 3.236543 -1.427741 -0.05 -0.02 -0.06 -0.583
C -1.709327 2.891738 0.739739 -0.13 -0.02 -0.10 1.784
O -0.734040 2.050245 1.260341 -0.12 -0.02 0.37 -0.429
C -3.039138 2.705518 1.631619 0.12 0.16 -0.09 0.499
F -2.893689 1.701068 2.489613 0.05 -0.09 -0.06 -0.252
F -3.316092 3.789015 2.370729 0.01 -0.10 -0.14 -0.344
F -4.125234 2.465778 0.883616 0.05 -0.04 0.12 -0.245
C -1.243709 4.374243 0.929861 -0.01 -0.15 0.06 0.507
F -0.199286 4.637293 0.139174 -0.02 0.02 0.05 -0.188
F -0.883194 4.620243 2.186476 -0.04 0.02 -0.12 -0.267
F -2.224182 5.222230 0.582574 0.10 0.00 0.01 -0.272
H -4.385355 3.553418 -4.536196 0.00 0.01 0.05 0.422
H -4.413102 4.770724 -3.253310 -0.01 -0.02 -0.01 0.376
H -5.362132 3.297437 -3.087580 0.05 0.02 -0.01 0.291
H -2.560066 1.985028 -4.532104 0.01 0.02 0.07 0.412
H -0.571961 1.046812 -3.414180 0.01 0.03 0.04 0.240
H 0.606302 3.074553 -3.070089 0.02 0.01 0.01 0.537
H 2.185280 4.864182 -3.458328 0.02 -0.03 0.07 0.417
H 4.228172 6.059697 -2.785175 0.00 -0.02 0.04 0.404
H 5.070760 5.590235 -1.300553 -0.03 0.00 -0.02 0.398
H 3.743889 6.747023 -1.235649 0.01 -0.05 -0.02 0.307
H 3.774662 4.289744 0.437763 -0.03 -0.04 -0.03 0.562
H -3.691598 3.866921 -0.880602 0.01 0.00 -0.01 0.649
C -5.796310 -0.094851 1.214788 0.06 -0.04 -0.01 -1.461
O -4.389046 -0.251921 1.068092 -0.11 0.19 -0.06 0.484
C -3.781074 -1.183670 1.813984 -0.18 -0.12 0.03 0.004
C -4.453708 -2.174235 2.510252 0.00 -0.09 0.10 -0.409
C -3.773580 -3.091132 3.313195 -0.02 0.03 0.00 -1.063
C -2.410241 -3.003002 3.440042 0.01 -0.11 0.11 -1.163
C -1.709540 -2.030285 2.717201 0.16 -0.08 0.20 0.907
C -0.277374 -2.021429 2.795065 -0.53 -0.08 0.12 -0.527
N 0.479565 -1.267306 2.091463 0.35 0.82 -0.08 0.651
N 1.813220 -1.620568 2.175846 0.21 0.01 -0.11 -1.145
C 2.335309 -1.465591 1.001020 0.37 -0.42 -0.14 -0.190
O 1.646336 -0.996956 -0.003245 -0.67 0.85 -0.20 0.133
C 3.713834 -1.927691 0.726769 -0.05 0.04 0.05 0.410
C 4.558016 -2.323906 1.762073 -0.07 0.04 0.03 -0.457
C 5.842920 -2.753926 1.476077 0.00 0.01 -0.01 -0.871
C 6.285496 -2.800538 0.157826 0.01 -0.01 0.04 -0.413
C 5.442202 -2.412898 -0.873025 -0.02 0.01 -0.02 -0.916
C 4.157912 -1.972931 -0.588592 0.02 -0.02 -0.15 -0.185
C -2.377007 -1.148847 1.874516 -0.05 -0.18 0.16 0.237
O -1.675680 -0.295848 1.122469 0.21 0.36 -0.47 0.353
H -6.339615 -0.930789 0.768779 0.02 -0.03 0.01 0.440
H -6.069819 0.003857 2.266642 0.01 0.01 0.01 0.485
H -6.050876 0.819661 0.688949 0.01 0.02 -0.01 0.265
H -5.529286 -2.241162 2.429583 0.01 0.02 0.02 0.567
H -4.326960 -3.859601 3.836793 0.01 0.06 0.00 0.448
H -1.856843 -3.682500 4.077984 -0.06 0.03 -0.04 0.463
H 0.216480 -2.751077 3.428537 0.01 -0.07 -0.01 0.431
H 4.198227 -2.275523 2.782393 0.04 -0.02 -0.03 0.513
H 6.503017 -3.052270 2.280864 -0.02 0.01 -0.03 0.428
H 7.289472 -3.140315 -0.066555 -0.04 0.01 0.03 0.418
H 5.786756 -2.453987 -1.899787 -0.03 0.01 0.05 0.433
H 3.488290 -1.661474 -1.381366 0.04 -0.01 0.04 0.535
Se -0.642283 -1.563486 -1.050480 -1.16 -1.42 -0.77 0.547
Se -0.355307 -2.132085 -3.327987 0.21 0.28 -0.29 -0.115
C 1.158963 -1.078191 -3.899586 0.04 -0.01 0.22 0.235
C 1.560407 -1.144522 -5.228512 -0.16 -0.10 -0.01 -0.863
C 2.674686 -0.406383 -5.589100 -0.04 -0.07 -0.12 -0.480
C 3.337902 0.339778 -4.627344 0.07 0.09 0.10 -1.164
C 2.847733 0.329423 -3.332288 -0.09 -0.02 0.01 -0.117
N 1.760127 -0.362900 -2.974235 0.21 0.11 0.07 0.546
C -2.584626 -1.609870 -1.363016 0.24 0.23 0.04 0.230
C -3.174747 -2.854419 -1.501855 0.01 -0.22 0.08 -1.248
C -4.521505 -2.885873 -1.831485 0.06 -0.17 0.00 -0.591
C -5.201463 -1.691223 -1.994026 -0.11 0.07 0.02 -1.259
C -4.511842 -0.507008 -1.790148 0.16 0.09 -0.02 -0.384
N -3.213759 -0.465271 -1.485801 -0.11 0.13 -0.22 0.810
H 1.022217 -1.753244 -5.944542 0.05 0.04 -0.02 0.461
H 3.025637 -0.420719 -6.614066 -0.02 -0.01 0.05 0.404
H 4.218562 0.918478 -4.875030 -0.04 -0.04 0.03 0.509
H 3.339283 0.882874 -2.538040 -0.05 0.02 -0.03 0.488
H -2.600977 -3.762672 -1.360074 -0.06 0.03 0.00 0.576
H -5.025759 -3.835575 -1.959691 0.01 0.03 -0.01 0.481
H -6.250432 -1.674647 -2.265030 0.07 0.00 0.03 0.500
H -5.012275 0.454327 -1.863552 0.04 -0.06 -0.04 0.611